1.
{
  "formula": "C6H12",
  "method": "wB97M-V/def2-TZVPD",
  "symbols": ["C", "C", "C", "C", "H", "H", "H", "H", "H", "H", "H", "H", "C", "C", "H", "H", "H", "H"],
  "positions_angstrom": [[2.59739, 0.25365, 0.79847], [1.20929, 0.57006, 0.32281], [0.22560, 1.00822, 1.10636], [-1.15820, 1.36067, 0.64360], [2.68137, 0.38136, 1.88290], [3.33573, 0.91062, 0.32217], [2.88147, -0.77682, 0.55307], [1.01264, 0.42954, -0.74231], [0.42642, 1.13868, 2.17174], [-1.38164, 2.41518, 0.84736], [-1.91828, 0.76796, 1.16936], [-1.27367, 1.18911, -0.43155], [-1.92246, -1.34908, -1.81609], [-0.95882, -1.86908, -1.06431], [-2.57910, -0.56707, -1.44097], [-2.09874, -1.68278, -2.83585], [-0.77465, -1.52701, -0.04836], [-0.30436, -2.65320, -1.43841]],
  "forces_ev_per_angstrom": [[0.048, -0.005, 0.051], [-0.154, 0.091, 0.109], [0.167, -0.034, -0.085], [-0.042, 0.000, -0.059], [-0.015, -0.017, -0.158], [-0.105, -0.104, 0.050], [-0.053, 0.140, 0.020], [0.009, 0.049, 0.160], [-0.005, -0.022, -0.131], [0.029, -0.152, -0.020], [0.116, 0.078, -0.069], [0.049, 0.035, 0.171], [0.091, -0.074, 0.078], [-0.119, 0.057, -0.077], [0.110, -0.129, -0.045], [0.044, 0.023, 0.150], [-0.060, -0.048, -0.171], [-0.109, 0.111, 0.026]],
  "total_charge": 0,
  "e_homo_ev": -9.15,
  "gap_ev": 10.4,
  "smiles": "C/C=C/C.C=C",
  "total_energy_ev": -6415.138,
  "de_lowest_kj_mol": 174.0,
  "e_lumo_ev": 1.26
}

---

2.
{
  "formula": "CH4N2S",
  "method": "wB97M-V/def2-TZVPD",
  "symbols": ["H", "N", "C", "N", "S", "H", "H", "H"],
  "positions_angstrom": [[2.27536, 0.06426, 1.07017], [1.90518, 0.55395, 0.30433], [0.71016, 0.46432, -0.18467], [-0.49280, -0.34355, 0.15224], [-1.99836, 0.37091, 0.14899], [0.36232, 1.25719, -0.88612], [-0.22835, -1.27147, 0.36741], [-2.65011, -0.61576, -0.50014]],
  "forces_ev_per_angstrom": [[-0.200, -1.449, 1.073], [-2.737, 0.891, -2.657], [-0.592, 0.667, 1.291], [4.013, 1.514, -0.725], [-0.442, -0.471, 0.181], [0.600, -0.545, 0.181], [-0.638, -0.932, 0.918], [-0.003, 0.326, -0.262]],
  "total_charge": 0,
  "e_homo_ev": -8.69,
  "gap_ev": 9.5,
  "smiles": "[H]/N=C\\NS",
  "total_energy_ev": -14915.565,
  "de_lowest_kj_mol": 196.8,
  "e_lumo_ev": 0.76
}

---

3.
{
  "formula": "C13H10CoN3O5S3",
  "method": "wB97M-V/def2-TZVPD",
  "symbols": ["Co", "O", "C", "C", "O", "C", "C", "O", "C", "O", "O", "S", "C", "N", "C", "C", "S", "H", "H", "H", "H", "H", "C", "C", "C", "C", "N", "C", "S", "N", "H", "H", "H", "H", "H"],
  "positions_angstrom": [[0.29395, 0.71691, -0.31578], [-2.27258, 0.02820, 5.10010], [-1.72884, 0.21688, 4.04240], [-0.47741, -0.47452, 3.53109], [0.09605, -1.41985, 4.05643], [-0.17143, 0.16932, 2.27410], [-1.21891, 1.00395, 1.85281], [-1.26104, 1.48210, 0.66815], [-2.20072, 1.16616, 2.94118], [-3.19136, 1.85830, 2.97541], [0.83929, -0.07941, 1.48643], [-0.52719, -1.30175, -1.41980], [-0.36782, -2.56149, -0.31368], [0.35033, -2.58168, 0.78078], [0.30126, -3.75591, 1.63813], [-0.65369, -4.77824, 0.99518], [-1.21475, -4.06755, -0.58430], [0.72078, -1.67291, 1.15006], [-0.03379, -3.44833, 2.62838], [1.30626, -4.16794, 1.73650], [-1.52320, -4.96239, 1.62098], [-0.15708, -5.72373, 0.79319], [-1.59782, 4.50930, -3.78235], [-0.34073, 3.69565, -3.88500], [0.26153, 3.41628, -5.10527], [1.39896, 2.63240, -5.06157], [1.90829, 2.14962, -3.93568], [1.26404, 2.47289, -2.80381], [1.93443, 1.87929, -1.28729], [0.16396, 3.23598, -2.74507], [-1.75949, 5.11197, -4.67606], [-1.54992, 5.15144, -2.90485], [-2.45405, 3.84430, -3.65324], [-0.13781, 3.79048, -6.03806], [1.92906, 2.37198, -5.97356]],
  "forces_ev_per_angstrom": [[-0.267, -0.071, 0.285], [-0.025, -0.007, 0.029], [0.025, 0.009, -0.015], [-0.002, 0.000, -0.016], [0.018, -0.019, 0.000], [-0.083, 0.060, 0.044], [0.020, -0.030, -0.091], [-0.042, 0.081, 0.057], [0.016, -0.023, -0.005], [-0.029, 0.012, 0.005], [0.021, -0.128, -0.069], [-0.071, 0.029, -0.115], [0.088, 0.014, 0.016], [-0.142, 0.123, 0.156], [-0.010, 0.007, -0.026], [-0.019, 0.018, -0.044], [0.027, -0.022, -0.040], [0.137, -0.029, -0.084], [0.024, 0.001, 0.016], [0.006, 0.003, -0.001], [0.001, -0.009, 0.012], [0.003, -0.011, 0.033], [0.014, -0.005, -0.010], [-0.036, 0.003, 0.035], [-0.002, 0.011, -0.026], [0.035, -0.031, 0.040], [0.029, 0.080, 0.001], [-0.051, -0.107, 0.066], [0.380, 0.112, -0.257], [-0.067, -0.069, -0.011], [-0.004, -0.006, 0.003], [0.000, -0.003, -0.002], [0.006, 0.003, 0.010], [0.006, 0.002, 0.004], [-0.004, 0.002, -0.002]],
  "total_charge": -1,
  "s_squared": 3.7594,
  "e_homo_ev": [-4.83, -4.90],
  "gap_ev": [7.0, 7.1],
  "total_energy_ev": -98487.397,
  "de_lowest_kj_mol": 34.3,
  "spin_multiplicity": 4,
  "e_lumo_ev": [2.20, 2.20]
}

---

Calculated M (g mol⁻¹), listed in the same order as above: 84.162, 76.124, 443.373